No. 1
Below is a molecular structure, C33H57IrNP2 in a non-equilibrium geometry, with properties calculated with ωB97M-V/def2-TZVPD.

The geometry in XYZ format:
```
94
Properties=species:S:1:pos:R:3:lowdin_charge:R:1
Ir -1.077 0.983 0.286 1.212
C -1.075 0.848 -2.786 -0.221
C -1.191 2.242 -2.538 -0.192
C 0.436 1.387 -1.113 -0.458
C -0.077 0.312 -1.980 -0.251
C -0.246 2.612 -1.592 -0.224
C -1.932 0.073 -3.727 -0.026
H -3.020 0.217 -3.544 0.093
H -1.747 -1.009 -3.685 0.065
H -1.737 0.398 -4.765 0.102
C 0.760 -0.879 -2.278 -0.047
H 0.222 -1.641 -2.869 0.071
H 1.110 -1.343 -1.343 0.028
H 1.667 -0.550 -2.842 0.119
C 1.851 1.259 -0.635 -0.095
H 2.496 1.388 -1.515 0.106
H 1.990 0.247 -0.212 0.028
H 2.062 1.995 0.142 0.048
C 0.242 3.969 -1.232 -0.024
H 0.208 4.621 -2.118 0.102
H 1.269 3.962 -0.856 0.088
H -0.390 4.440 -0.472 0.060
C -2.188 3.156 -3.198 -0.012
H -1.880 3.381 -4.225 0.100
H -2.278 4.087 -2.637 0.077
H -3.172 2.676 -3.242 0.078
C -2.601 0.188 1.109 -0.512
C -2.931 0.605 -0.250 -0.376
C -4.076 1.583 -0.507 -0.161
C -3.807 3.050 -0.186 -0.175
C -2.620 3.260 0.667 -0.148
C -2.424 2.802 1.920 -0.135
C -3.429 1.996 2.702 -0.164
C -3.509 0.554 2.248 -0.210
H -4.985 1.238 0.036 0.122
H -4.693 3.521 0.312 0.141
H -4.299 1.522 -1.592 0.105
H -4.514 0.282 1.891 0.119
H -2.034 -0.741 1.399 -0.003
H -2.843 -0.052 -1.183 0.064
H -3.244 -0.136 3.067 0.102
H -3.196 2.042 3.779 0.117
H -1.651 3.257 2.531 0.089
H -4.411 2.494 2.555 0.129
H -3.678 3.630 -1.109 0.088
H -2.082 4.173 0.388 0.105
P -1.442 -2.352 -0.225 0.842
C -0.420 -3.512 -1.125 -0.261
H -0.863 -4.499 -0.967 0.058
H 0.591 -3.458 -0.700 0.026
H -0.408 -3.278 -2.197 0.042
C -1.884 -3.093 1.358 -0.252
H -2.670 -3.828 1.124 0.057
H -2.266 -2.373 2.112 0.045
H -0.973 -3.580 1.734 0.032
C -3.037 -2.395 -1.126 -0.246
H -3.768 -1.709 -0.660 0.050
H -3.385 -3.427 -1.044 0.047
H -2.856 -2.120 -2.183 0.038
P 0.493 0.666 2.139 0.788
C 0.643 2.500 2.047 -0.274
H 0.307 2.955 2.985 0.058
H 0.113 2.982 1.198 0.008
H 1.726 2.645 1.920 0.044
C -0.468 0.211 3.574 -0.235
H -1.474 0.641 3.592 0.024
H 0.054 0.570 4.454 0.060
H -0.508 -0.879 3.608 0.047
C 2.189 0.293 2.690 -0.231
H 2.485 1.042 3.441 0.070
H 2.877 0.345 1.834 0.035
H 2.267 -0.692 3.169 0.054
C 5.980 -1.152 -1.936 -0.091
N 5.166 -1.524 -0.793 -0.281
C 5.465 -0.799 0.415 -0.088
C 3.761 -1.731 -1.061 -0.189
C 3.033 -2.425 0.039 -0.242
C 3.599 -3.652 0.436 -0.017
C 3.015 -4.343 1.498 -0.045
C 1.912 -3.764 2.185 -0.056
C 1.358 -2.561 1.747 -0.182
C 1.858 -1.986 0.611 -0.005
H 5.788 -0.108 -2.282 0.089
H 7.051 -1.223 -1.679 0.089
H 5.776 -1.824 -2.788 0.088
H 5.069 0.231 0.396 0.083
H 5.028 -1.314 1.269 0.079
H 6.550 -0.725 0.571 0.093
H 3.236 -0.801 -1.276 0.075
H 3.735 -2.357 -1.962 0.138
H 4.507 -4.001 -0.117 0.144
H 3.461 -5.281 1.790 0.104
H 1.503 -4.265 3.071 0.116
H 0.551 -2.151 2.306 0.051
```

HOMO level (spin up / spin down) in eV: -9.72 / -10.26
HOMO-LUMO gap (spin up / spin down) in eV: 8.06 / 6.06
Spin multiplicity: 5
Total charge: +1


No. 2
Below is a molecular structure, C33H57MnN6 in a non-equilibrium geometry, with properties calculated with ωB97M-V/def2-TZVPD.

The geometry in XYZ format:
```
97
Properties=species:S:1:pos:R:3:lowdin_charge:R:1
Mn 0.345 0.236 0.488 1.039
C 2.358 1.104 2.203 -0.077
C 1.148 1.445 2.832 -0.166
C 0.575 2.551 2.063 -0.167
C 1.418 2.735 0.941 -0.086
C 2.551 1.895 1.035 -0.255
C 3.855 2.156 0.324 -0.558
C 3.626 2.936 -0.977 -0.049
C 4.681 3.024 1.292 -0.032
C 4.670 0.895 0.017 -0.053
C -0.340 3.680 2.505 -0.525
C -1.777 3.210 2.767 -0.036
C -0.406 4.795 1.451 -0.058
C 0.299 4.349 3.735 -0.021
C 0.573 0.577 3.951 -0.521
C 1.595 -0.483 4.390 -0.054
C -0.654 -0.174 3.384 -0.036
C 0.136 1.294 5.231 -0.044
H 3.093 0.428 2.595 0.104
H 1.338 3.529 0.224 0.094
H 3.308 3.953 -0.762 0.082
H 2.865 2.451 -1.586 0.078
H 4.544 2.994 -1.556 0.087
H 4.095 3.865 1.655 0.090
H 5.560 3.406 0.779 0.087
H 5.000 2.441 2.153 0.088
H 4.208 0.310 -0.776 0.069
H 4.787 0.275 0.902 0.072
H 5.665 1.180 -0.320 0.089
H -2.120 2.596 1.933 0.064
H -2.442 4.064 2.868 0.088
H -1.861 2.628 3.677 0.057
H -0.797 4.440 0.506 0.051
H 0.574 5.232 1.285 0.087
H -1.053 5.591 1.807 0.091
H 0.423 3.677 4.570 0.054
H -0.311 5.190 4.053 0.091
H 1.282 4.729 3.464 0.095
H 1.863 -1.141 3.568 0.059
H 1.163 -1.097 5.176 0.090
H 2.496 -0.017 4.780 0.097
H -0.405 -0.676 2.416 0.049
H -1.486 0.511 3.226 0.063
H -0.979 -0.951 4.076 0.098
H 0.967 1.831 5.676 0.094
H -0.207 0.554 5.950 0.090
H -0.681 1.983 5.064 0.057
C -2.684 3.084 -1.177 -0.036
N -2.283 1.716 -1.428 -0.128
C -1.022 1.555 -2.109 -0.050
C -2.720 0.682 -0.651 -0.373
N -1.916 -0.344 -0.528 0.087
C -2.374 -1.631 -0.276 -0.239
C -3.678 -2.048 -0.562 -0.041
C -4.117 -3.312 -0.225 -0.073
C -3.260 -4.181 0.436 -0.078
C -1.936 -3.828 0.616 -0.044
C -1.451 -2.598 0.176 -0.247
N -0.082 -2.287 0.166 0.114
C 0.779 -3.179 -0.236 -0.355
N 0.491 -4.394 -0.798 -0.188
C -0.472 -4.575 -1.853 -0.038
C 1.189 -5.593 -0.394 -0.050
N 2.121 -2.937 -0.077 -0.141
C 2.516 -1.758 0.628 -0.085
C 3.055 -3.353 -1.105 -0.032
N -3.945 0.827 -0.055 -0.169
C -4.221 0.233 1.232 -0.043
C -5.113 1.302 -0.766 -0.048
H -1.807 3.687 -0.937 0.072
H -3.365 3.129 -0.332 0.085
H -3.171 3.514 -2.055 0.103
H -0.888 2.389 -2.792 0.102
H -1.021 0.624 -2.675 0.097
H -0.150 1.526 -1.392 0.054
H -4.346 -1.370 -1.070 0.111
H -5.130 -3.610 -0.458 0.110
H -3.618 -5.143 0.770 0.108
H -1.252 -4.509 1.098 0.121
H -1.004 -3.648 -2.045 0.097
H -1.196 -5.348 -1.588 0.095
H 0.046 -4.886 -2.768 0.099
H 1.677 -5.428 0.563 0.102
H 1.930 -5.928 -1.125 0.089
H 0.452 -6.393 -0.279 0.097
H 1.946 -1.704 1.562 0.069
H 2.322 -0.829 0.009 0.069
H 3.581 -1.796 0.849 0.106
H 2.540 -3.881 -1.902 0.089
H 3.823 -4.006 -0.685 0.101
H 3.543 -2.478 -1.543 0.095
H -3.318 -0.218 1.636 0.084
H -4.997 -0.535 1.169 0.095
H -4.562 1.016 1.915 0.101
H -4.862 1.488 -1.807 0.098
H -5.519 2.214 -0.321 0.096
H -5.895 0.535 -0.724 0.096
```

HOMO level (spin up / spin down) in eV: -9.60 / -9.79
HOMO-LUMO gap (spin up / spin down) in eV: 7.19 / 6.89
Spin multiplicity: 6
Total charge: +1


No. 3
Below is a molecular structure, C33H58IrN10PS2 in a non-equilibrium geometry, with properties calculated with ωB97M-V/def2-TZVPD.

The geometry in XYZ format:
```
105
Properties=species:S:1:pos:R:3:lowdin_charge:R:1
Ir 0.296 0.797 0.921 1.138
C 2.884 -2.088 0.741 -0.054
N 3.614 -1.140 -0.080 -0.149
C 3.572 -1.334 -1.528 -0.027
C 3.614 0.168 0.318 -0.408
N 2.597 0.778 0.902 -0.010
C 3.054 1.811 1.857 -0.215
C 1.961 2.172 2.832 -0.162
N 0.752 2.544 2.072 -0.277
C 0.994 3.697 1.148 -0.118
C 1.223 3.169 -0.256 -0.180
N 0.109 2.248 -0.540 -0.013
C -0.717 2.596 -1.532 -0.328
N -1.804 1.947 -1.929 -0.071
C -2.580 2.338 -3.114 0.012
C -2.392 0.787 -1.291 -0.110
N -0.454 3.750 -2.281 -0.242
C -0.741 5.061 -1.741 -0.043
C 0.464 3.659 -3.400 -0.037
C -0.390 2.853 2.979 -0.135
C -1.673 2.441 2.274 -0.179
N -1.485 1.020 1.969 -0.129
C -2.368 0.125 2.427 -0.404
N -1.915 -1.035 2.950 -0.141
C -0.562 -1.138 3.489 -0.039
C -2.642 -2.300 2.770 -0.016
N -3.694 0.381 2.486 -0.112
C -4.522 -0.047 3.609 -0.025
C -4.380 1.271 1.563 -0.025
N 4.801 0.777 0.121 -0.121
C 4.939 2.183 -0.231 -0.030
C 6.044 0.011 0.013 -0.016
H 3.202 -3.091 0.454 0.096
H 1.799 -2.030 0.641 -0.007
H 3.159 -1.935 1.786 0.098
H 2.569 -1.170 -1.929 0.010
H 3.878 -2.351 -1.759 0.091
H 4.272 -0.650 -2.005 0.093
H 3.386 2.730 1.367 0.079
H 3.914 1.435 2.416 0.146
H 2.277 2.997 3.480 0.147
H 1.699 1.321 3.465 0.120
H 1.817 4.313 1.517 0.143
H 0.097 4.317 1.148 0.120
H 2.142 2.602 -0.319 0.067
H 1.309 3.981 -0.966 0.100
H -2.097 3.120 -3.682 0.087
H -3.568 2.673 -2.796 0.104
H -2.697 1.451 -3.737 0.109
H -2.098 -0.118 -1.821 0.028
H -3.477 0.891 -1.342 0.102
H -2.074 0.716 -0.259 -0.011
H -1.450 4.978 -0.917 0.097
H -1.204 5.681 -2.510 0.101
H 0.152 5.593 -1.386 0.090
H 0.572 2.619 -3.705 0.101
H 1.460 4.055 -3.161 0.091
H 0.076 4.226 -4.249 0.100
H -0.359 3.908 3.260 0.141
H -0.272 2.252 3.881 0.129
H -1.800 3.020 1.353 0.110
H -2.541 2.621 2.907 0.128
H 0.180 -0.590 2.901 0.020
H -0.255 -2.179 3.466 0.098
H -0.531 -0.781 4.520 0.107
H -3.679 -2.239 3.081 0.072
H -2.165 -3.061 3.380 0.100
H -2.596 -2.607 1.724 0.067
H -3.901 -0.460 4.399 0.101
H -5.265 -0.785 3.304 0.100
H -5.048 0.825 4.000 0.103
H -3.747 1.490 0.716 0.057
H -4.668 2.205 2.051 0.101
H -5.287 0.781 1.208 0.110
H 4.032 2.550 -0.711 0.085
H 5.744 2.265 -0.960 0.106
H 5.191 2.813 0.624 0.099
H 5.936 -0.955 0.495 0.100
H 6.833 0.581 0.504 0.101
H 6.321 -0.140 -1.032 0.096
S 0.319 -1.151 -3.267 0.276
P -0.282 -2.233 -1.762 0.195
S -0.578 -1.276 0.117 0.369
C 0.732 -3.697 -1.441 -0.417
C 1.768 -4.026 -2.305 -0.124
C 2.537 -5.159 -2.064 -0.064
C 2.269 -5.957 -0.963 -0.060
C 1.222 -5.636 -0.105 -0.064
C 0.453 -4.512 -0.345 -0.104
C -1.941 -2.940 -2.015 -0.386
C -3.108 -2.505 -1.395 -0.133
C -4.331 -3.065 -1.737 -0.070
C -4.397 -4.061 -2.700 -0.061
C -3.236 -4.500 -3.321 -0.054
C -2.015 -3.943 -2.983 -0.079
H 1.963 -3.398 -3.165 0.079
H 3.339 -5.419 -2.741 0.114
H 2.866 -6.841 -0.779 0.113
H 1.003 -6.272 0.742 0.111
H -0.371 -4.270 0.317 0.097
H -3.065 -1.730 -0.641 0.047
H -5.236 -2.725 -1.251 0.106
H -5.351 -4.496 -2.966 0.113
H -3.282 -5.277 -4.072 0.115
H -1.115 -4.288 -3.475 0.113
```

HOMO level in eV: -12.63
HOMO-LUMO gap in eV: 6.38
Total charge: +2


Energy? In order: -2132.861913 -2770.929408 -3081.389546 Eh.